A 3-piece molecular cluster, C2H3F2IO2 overall at a distorted geometry, computed with wB97M-V/def2-TZVPD.

```
10
Properties=species:S:1:pos:R:3:nbo_charge:R:1
C -1.865 0.437 -0.308 -0.248
C -0.282 -2.628 -0.025 1.165
O -0.991 -0.227 0.176 -0.197
O 0.791 -2.654 -0.487 -0.540
F -1.431 -2.560 -0.689 -0.303
F -0.680 -2.481 1.264 -0.304
I 2.601 0.199 -0.417 -0.160
H -2.001 0.297 -1.310 0.222
H -2.495 1.053 0.266 0.224
H 2.117 -1.410 -0.433 0.140
```

Its HOMO energy (spin up / spin down) is -0.2585 / -0.3539 Ha. Its expectation value of S² is 2.01. The electronic energy is -725.7383 hartree. For the energy above the lowest of the compared OMol25 structures with the same formula, charge and spin, the calculation gives 0.719 eV. The multiplicity is 3. Its largest force on an atom is 6.56 eV/A. Its frontier orbital gap (spin up / spin down) is 7.53 / 6.97 eV. The calculation puts the LUMO energy (spin up / spin down) at 0.493 / -2.656 eV.